The ion C5H12N3 with charge +1, computed with ωB97M-V with the def2-TZVPD basis set.

Values from the calculation:
- Net charge: +1
- Energy above the lowest of the compared OMol25 structures with the same formula, charge and spin: 268.4 kJ/mol
- HOMO: -0.4439 Eh

Last column: Mulliken charge in e.
Element x y z (Å)
N -0.80 -1.49 -0.47  -0.316
N -2.53 0.65 0.57  -0.481
N 1.16 -0.88 0.61  -0.117
C -1.05 -0.15 -1.04  -0.266
C 1.44 0.42 0.50  0.359
C 2.57 1.10 -0.16  -1.040
C -1.82 0.81 -0.60  -0.270
C -0.18 -1.35 0.78  -0.776
H -0.17 -2.27 1.44  0.309
H -0.77 -0.59 1.31  0.505
H -3.13 1.33 0.90  0.208
H 3.38 0.25 -0.20  0.306
H 2.52 1.33 -1.28  0.299
H 2.88 1.94 0.44  0.332
H 0.82 1.13 1.07  0.336
H 1.69 -1.56 -0.10  0.344
H -0.31 -2.02 -1.15  0.308
H -1.98 1.76 -1.16  0.377
H -3.02 -0.25 0.62  0.250
H -0.69 -0.18 -2.08  0.334